(1)
128
Properties=species:S:1:pos:R:3 method="wB97M-V/def2-TZVPD" energy_ev=-186180.860 gap_ev=10.703
C 3.33532 -2.51047 -2.92180
C 3.15765 -1.26442 -1.93440
O 4.16964 -0.33573 -2.20786
C 4.06562 0.44562 -3.31087
O 3.25642 0.29309 -4.18825
C 5.04878 1.60196 -3.45460
F 4.42262 2.80375 -3.52830
F 5.93677 1.62269 -2.54198
F 5.64751 1.49631 -4.63485
H 2.53188 -3.17857 -2.61160
H 4.35490 -2.87949 -2.81051
H 3.15999 -2.26922 -3.97020
H 3.36817 -1.54183 -0.90154
H 2.15075 -0.84854 -1.97036
C -3.48781 2.60625 0.34582
C -2.63046 3.64524 -0.46719
O -3.39194 4.80456 -0.44253
C -3.52936 5.56806 -1.53967
O -2.89162 5.39197 -2.57781
C -4.55976 6.74294 -1.38551
F -3.94930 7.84890 -1.78612
F -5.59102 6.55789 -2.14281
F -5.02000 6.83673 -0.12655
H -3.67693 2.96253 1.35844
H -2.95640 1.65541 0.30567
H -4.45729 2.44750 -0.12642
H -2.44533 3.24916 -1.46568
H -1.66520 3.79427 0.01668
C -0.05191 -0.29364 6.15403
C 0.04060 -0.97750 4.77352
O -0.52474 -2.26459 5.02177
C -1.22957 -2.93541 4.09394
O -1.52827 -2.53641 2.92111
C -1.74733 -4.36062 4.54185
F -1.24725 -5.23510 3.71760
F -1.40052 -4.70897 5.77763
F -3.08227 -4.44034 4.43142
H 0.28571 0.74020 6.22700
H 0.69759 -0.85600 6.71089
H -0.98814 -0.47480 6.68200
H 1.06943 -1.14221 4.45338
H -0.50050 -0.41142 4.01532
C 1.85742 1.76109 -8.50698
C 1.49082 0.28694 -8.18232
O 0.68868 0.23751 -6.98972
C 0.48769 -1.02277 -6.36455
O 0.86170 -2.09208 -6.75996
C -0.34634 -0.91396 -5.10542
F -1.44301 -1.68454 -5.14852
F 0.46519 -1.28061 -4.08497
F -0.72321 0.37708 -4.85432
H 2.66925 1.99798 -7.81929
H 1.03515 2.42052 -8.22927
H 2.11247 1.91049 -9.55613
H 2.44127 -0.24364 -8.12558
H 0.88569 -0.19953 -8.94734
C 4.43771 -0.88829 4.96559
C 5.08127 -2.22659 5.38776
O 4.22508 -2.88979 6.25664
C 3.22199 -3.69939 5.87034
O 2.85884 -3.79931 4.70767
C 2.61105 -4.51885 7.05689
F 2.66662 -5.80603 6.79241
F 3.15314 -4.23841 8.24128
F 1.33771 -4.22672 7.11684
H 3.48991 -0.99109 4.43720
H 4.96246 -0.42301 4.13116
H 4.37224 -0.32964 5.89925
H 5.96556 -1.95635 5.96490
H 5.43540 -2.77359 4.51398
C 1.00199 3.09030 -4.75382
C -0.20907 3.61609 -3.98818
O 0.12137 4.58588 -3.03062
C 0.54426 4.34114 -1.81168
O 0.61353 3.22731 -1.33000
C 0.95867 5.59170 -1.02111
F 0.96150 6.71586 -1.79841
F 0.02075 5.76540 -0.06369
F 2.11877 5.32421 -0.50460
H 1.38318 3.94145 -5.31804
H 0.80363 2.26763 -5.44082
H 1.72476 2.76179 -4.00697
H -0.69566 2.82154 -3.42247
H -1.03797 3.97931 -4.59571
C -4.26756 -4.94866 0.62829
C -3.87238 -3.47644 0.36827
O -4.42813 -2.66817 1.42337
C -4.28139 -1.32391 1.31629
O -3.89315 -0.81686 0.28343
C -4.65439 -0.61524 2.58516
F -5.79555 0.05994 2.44204
F -4.78679 -1.42582 3.64946
F -3.66968 0.31358 2.85141
H -3.83105 -5.35401 1.54112
H -4.00735 -5.57906 -0.22200
H -5.32912 -5.17428 0.72978
H -4.29053 -3.14383 -0.58180
H -2.79759 -3.30429 0.31096
C -0.71575 -0.09763 -1.19654
C -0.59864 -0.97512 0.09859
O 0.55553 -0.59030 0.83696
C 0.66378 0.55996 1.52808
O -0.25357 1.35133 1.71367
C 2.11000 0.73313 2.07980
F 2.60194 1.88048 1.55057
F 2.13813 0.97312 3.41291
F 2.95389 -0.21475 1.74686
H -1.49525 -0.50577 -1.83988
H 0.18602 0.12626 -1.76645
H -1.04804 0.89923 -0.90679
H -0.45318 -2.03789 -0.09489
H -1.50414 -0.90818 0.70165
Cl -0.76134 -3.59063 -1.93939
C -0.92200 -5.27408 -2.38279
C -0.24548 -6.28474 -1.46467
Cl -1.06487 -6.39861 0.11842
H -0.71569 -5.36987 -3.44879
H -1.97877 -5.53881 -2.41822
H 0.79056 -5.99295 -1.29266
H -0.23314 -7.29849 -1.86500
Cl -1.01308 3.84153 5.81734
C -1.51146 3.69379 4.12227
C -0.73385 4.53081 3.12648
Cl -1.24066 6.22945 3.11676
H -2.58165 3.85698 3.99518
H -1.17901 2.69233 3.84907
H -0.94632 4.21820 2.10411
H 0.34276 4.48149 3.28952


(2)
106
Properties=species:S:1:pos:R:3 method="wB97M-V/def2-TZVPD" energy_ev=-80882.706 gap_ev=6.062
C -3.00950 2.64274 -1.54377
C -2.86547 1.78942 -2.71221
O -3.12551 2.17303 -3.94613
N -2.21884 0.41445 -2.58769
H -1.24555 0.63228 -2.12650
H -2.88718 0.12326 -2.01188
C -2.09115 -0.46776 -3.71431
H -3.65581 2.12459 -0.98166
H -3.42485 3.66774 -1.57916
H -1.97315 2.67580 -1.01127
H -1.36458 -0.30266 -4.42189
H -2.92307 -0.52609 -4.36674
H -1.99227 -1.35545 -3.36388
C 0.69600 -1.01256 -0.03984
C -0.01162 -0.20360 1.02982
O -0.22368 -0.54798 2.21161
N -0.65148 1.19436 0.63827
H -0.02263 1.78494 0.00056
H -1.53237 0.98634 0.07638
C -1.24551 2.07675 1.71707
H 0.82758 -1.98584 0.48326
H 1.66633 -0.58156 -0.21400
H 0.13324 -1.00739 -0.85914
H -2.26287 1.80461 2.19911
H -1.59650 2.87973 1.12817
H -0.47729 2.29564 2.37149
N -3.69444 -0.20290 -1.37547
O -2.71548 0.55169 -0.95334
O -4.21374 0.13359 -2.45727
O -4.25048 -0.92351 -0.54352
N 0.97827 2.43315 -2.01904
O 1.71745 2.82611 -2.98438
O 0.04561 1.63716 -2.19944
O 1.12235 2.76518 -0.85665
C 2.19035 3.48434 2.28086
C 2.32899 4.79361 1.56109
C 3.33456 5.57489 2.43961
O 2.82328 4.66195 0.19796
H 1.88914 3.66056 3.21606
H 3.19561 3.04825 2.20947
H 1.47778 2.59955 1.81354
H 1.27736 5.16909 1.50501
H 2.97985 5.59223 3.48095
H 3.17554 6.64173 2.06512
H 4.31550 5.15519 2.60886
H 2.42939 4.03389 -0.42882
C -3.27972 7.04955 1.23497
C -1.83155 6.97418 1.57722
C -1.36768 5.58107 2.06235
O -0.92134 7.20913 0.55672
H -3.44932 6.37454 0.29882
H -3.54011 8.06962 0.92280
H -3.78631 6.94315 2.21053
H -1.36152 7.63760 2.38925
H -2.03534 5.35840 2.86020
H -0.47914 5.35872 2.53750
H -1.68967 5.05248 1.30700
H -0.71098 8.05328 0.83682
C 2.97172 -6.41259 -1.46470
C 2.49715 -5.08151 -0.93822
C 3.72024 -4.24287 -0.27449
O 3.46897 -3.13542 0.24792
C 5.03862 -4.81484 -0.12257
C 5.26417 -6.19056 -0.55157
C 4.28950 -7.01688 -1.36912
O 4.52946 -8.01815 -1.84215
H 2.17061 -6.92110 -1.91915
H 1.60406 -4.68147 -1.00595
H 5.71198 -4.36940 0.61180
H 6.40482 -6.46069 -0.52423
C -1.06896 -4.84526 -0.95101
C -1.27813 -3.58837 -1.60829
C -0.96215 -3.48069 -3.03088
O -0.99921 -2.43136 -3.65456
C -0.86383 -4.82950 -3.76886
C -0.74629 -6.04913 -3.06020
C -0.74555 -6.07796 -1.71804
O -0.45587 -7.18291 -1.05923
H -1.39089 -5.11418 0.21981
H -1.43566 -2.55811 -0.98745
H -0.71895 -4.78657 -4.86104
H -0.65071 -6.99918 -3.60909
C -1.14925 -0.63673 5.58116
C -0.92368 0.58115 6.56754
C -1.66124 0.49124 7.83761
O -1.66252 1.36204 8.61401
C -2.16946 -0.90467 8.20918
C -2.42399 -1.93878 7.19177
C -1.89200 -1.89179 5.90140
O -2.00726 -2.82255 5.18511
H -0.66922 -0.62106 4.45392
H -0.56377 1.57290 6.26493
H -2.79627 -0.89025 9.01269
H -2.87248 -2.80828 7.48620
C 2.06410 -1.19975 -4.50674
C 2.06293 -1.45824 -3.05689
C 2.07268 -3.02168 -2.62600
O 2.17522 -3.31235 -1.50653
C 2.16278 -4.00348 -3.76818
C 2.28937 -3.52877 -5.13136
C 2.17369 -2.18261 -5.55604
O 2.15728 -1.94445 -6.81207
H 1.98176 -0.14045 -4.87493
H 1.93135 -0.70346 -2.43643
H 2.27607 -4.97213 -3.73893
H 2.61233 -4.30938 -5.78065


(3)
94
Properties=species:S:1:pos:R:3 method="wB97M-V/def2-TZVPD" energy_ev=-66649.937 gap_ev=6.868 total_charge=+3
Tl 13.06538 12.14276 10.81492
C 9.70193 5.88645 12.91987
C 10.47758 7.24436 12.98642
C 10.28116 8.16496 13.97784
C 10.88464 9.50823 13.95390
C 10.48831 10.15500 15.18310
N 10.90558 11.29154 15.68664
C 12.08410 12.11864 15.50364
C 13.35618 11.55007 16.20288
C 14.49749 12.61509 16.18460
N 14.82373 12.99318 14.85798
C 15.54028 14.02233 14.60914
C 16.02320 14.37185 13.25374
C 17.05296 15.33085 13.12843
C 17.42707 15.85971 11.88935
C 18.39746 17.03412 11.69980
C 16.89396 15.21179 10.78373
C 15.93504 14.20393 10.81745
C 15.64876 13.60196 9.54214
N 14.72543 12.73477 9.26652
C 14.63884 12.16330 7.88456
C 14.67788 10.63290 8.10523
C 13.25636 10.14992 8.48560
N 12.97741 10.13219 9.94063
C 12.36659 9.09712 10.45288
C 11.86816 8.92740 11.79924
C 11.34474 7.60884 11.98727
C 11.66436 9.94568 12.80667
O 12.04201 11.16251 12.66718
C 15.44820 13.75182 12.09083
O 14.60129 12.76053 12.22344
H 9.34303 5.46225 13.82462
H 10.40750 5.19593 12.48841
H 8.86290 5.96889 12.25122
H 9.57853 7.97750 14.81233
H 9.84372 9.52602 15.81548
H 10.46609 11.51744 16.58445
H 11.72519 13.11280 15.96005
H 12.18773 12.22052 14.44650
H 13.68525 10.64044 15.67220
H 13.21134 11.31124 17.28626
H 15.35524 12.24679 16.69379
H 14.15997 13.49506 16.75263
H 14.60249 12.38939 14.03403
H 15.89761 14.64089 15.39642
H 17.41054 15.71439 14.07428
H 17.86137 17.90199 11.97767
H 18.59203 17.08651 10.62945
H 19.27475 16.99065 12.32376
H 17.23969 15.62654 9.82329
H 16.29414 13.84834 8.69278
H 15.41533 12.50320 7.19152
H 13.66403 12.52934 7.42684
H 15.49699 10.37438 8.80136
H 14.90748 10.10026 7.17080
H 13.16739 9.13116 8.17577
H 12.45501 10.68209 8.02456
H 12.18438 8.19783 9.87949
H 11.50804 6.90948 11.17188
C 12.15373 16.33523 15.86556
C 13.38844 16.84485 15.17543
C 14.40314 17.39994 15.90318
C 15.42996 18.10082 15.34196
C 15.55466 18.13494 13.97413
C 14.61929 17.51074 13.16074
C 13.56495 16.82908 13.77113
H 11.23025 16.53519 15.29332
H 12.02094 16.95380 16.77622
H 12.07896 15.28472 16.18007
H 14.20017 17.34714 16.93109
H 16.16658 18.57639 15.99827
H 16.36095 18.77103 13.54872
H 14.71770 17.62268 12.05110
H 12.85268 16.32490 13.13516
C 9.36847 15.81696 8.13331
N 10.62277 15.38862 8.88549
C 11.73580 16.33398 8.70816
C 10.77158 14.27144 9.59408
S 11.80331 14.25632 10.97743
N 9.98863 13.20684 9.34182
C 9.61351 12.16381 10.31731
C 9.44425 12.93972 7.97215
H 9.29733 16.90338 8.50978
H 8.58383 15.23735 8.52531
H 9.55443 15.80591 7.06878
H 11.77853 16.64252 7.63561
H 12.68384 15.83602 8.86444
H 11.76454 17.11048 9.41813
H 10.13624 12.23958 11.20880
H 9.91480 11.25208 9.78615
H 8.50856 12.07772 10.51922
H 10.02158 13.53673 7.25742
H 8.40929 13.19280 7.88566
H 9.57911 11.82555 7.75770


(4)
92
Properties=species:S:1:pos:R:3 method="wB97M-V/def2-TZVPD" spin_multiplicity=3 energy_ev=-188376.556 s_squared=2.019 gap_ev="5.822 / 6.331" total_charge=-1
Mo -0.21170 -1.33294 -0.51941
S -1.24502 -1.34566 1.90631
C -1.29807 -3.02918 1.53889
C -1.89084 -4.05995 2.28270
C -1.76520 -5.35244 1.83205
C -1.07453 -5.61089 0.64483
C -0.55844 -4.54510 -0.05610
N -0.66392 -3.28807 0.39139
H -2.42183 -3.81102 3.19089
H -2.20782 -6.16759 2.39237
H -0.95837 -6.61413 0.26030
H -0.06625 -4.66155 -1.01113
C -1.56492 0.96059 -3.24844
As 0.10073 0.29055 -2.48680
C 1.22780 1.89207 -2.35214
C 0.80231 -0.25157 -4.26554
S -1.04852 -2.38247 -2.36603
H -1.34570 1.87090 -3.80738
H -2.31808 1.15313 -2.48950
H -1.93253 0.18378 -3.91570
H 0.76322 2.72998 -2.87377
H 2.18935 1.66795 -2.81613
H 1.38410 2.15330 -1.31165
H 0.47154 0.52056 -4.96305
H 0.36685 -1.21271 -4.52809
H 1.88692 -0.30465 -4.26817
C 3.05709 0.29272 0.21077
Si 2.30377 -1.45163 0.19799
C 2.71234 -2.08034 2.00210
C 2.33860 -0.96638 2.99234
C 4.20792 -2.35635 2.19844
C 1.95756 -3.34941 2.41177
C 3.41190 -2.42403 -1.07758
C 2.98395 -1.99080 -2.47996
C 3.19134 -3.93492 -0.97163
C 4.91339 -2.11974 -0.97474
H 4.04765 0.31751 0.67633
H 2.39473 0.96859 0.75359
H 3.15495 0.68034 -0.80546
H 2.98811 -0.09546 2.88112
H 2.45775 -1.33691 4.01939
H 1.30538 -0.63975 2.87374
H 4.83548 -1.51925 1.88452
H 4.53876 -3.24906 1.66521
H 4.39880 -2.52813 3.26629
H 0.90580 -3.14205 2.58896
H 2.37382 -3.73632 3.35191
H 2.02597 -4.14707 1.66858
H 1.94772 -2.25905 -2.69089
H 3.62090 -2.47095 -3.23606
H 3.09023 -0.90944 -2.60707
H 2.13712 -4.18698 -1.11347
H 3.50793 -4.33770 -0.00752
H 3.76149 -4.45768 -1.75162
H 5.11040 -1.04550 -0.99908
H 5.42936 -2.56373 -1.83654
H 5.37865 -2.52421 -0.07815
C -0.59273 0.49771 -0.21093
Ge -1.71926 1.97904 0.25240
C -1.10096 3.57662 -0.70786
C -1.74118 4.09242 -1.83228
C -1.22130 5.18455 -2.51999
C -0.04700 5.78246 -2.08883
C 0.60665 5.28275 -0.96943
C 0.08313 4.19210 -0.29183
C -3.58187 1.61534 -0.22139
C -4.01063 0.30293 -0.41450
C -5.34403 0.02713 -0.69165
C -6.26649 1.05988 -0.78203
C -5.85374 2.37144 -0.58685
C -4.52131 2.64291 -0.30446
C -1.83550 2.56070 2.14212
C -2.28220 1.69273 3.14020
C -2.47096 2.12980 4.44369
C -2.23107 3.45511 4.77923
C -1.81252 4.33905 3.79778
C -1.62224 3.89484 2.49361
H -2.65114 3.62874 -2.19451
H -1.73448 5.56398 -3.39557
H 0.36105 6.63056 -2.62501
H 1.53107 5.73595 -0.63249
H 0.61769 3.80322 0.56910
H -3.29287 -0.50973 -0.37061
H -5.65726 -0.99828 -0.84527
H -7.30476 0.84506 -1.00451
H -6.56867 3.18294 -0.65311
H -4.21914 3.67114 -0.13403
H -2.49481 0.65969 2.90362
H -2.81010 1.43017 5.19810
H -2.37783 3.79733 5.79661
H -1.63518 5.37990 4.04185
H -1.30828 4.61057 1.74489